(1)
29
Properties=species:S:1:pos:R:3:forces:R:3:lowdin_spin:R:1 method="wB97M-V/def2-TZVPD" multiplicity=2 charge=-1 e_tot_ha=-578.2772 e_lumo_ev="3.190 / 3.106" orbital_gap_ev="2.84 / 6.78"
C -0.688808 1.661976 2.145464 -0.1747 -0.9064 1.0286 0.028
C 0.108311 1.722065 0.857268 -1.8944 -5.2393 -0.2041 0.131
C 0.646954 2.811185 0.342621 0.7118 2.8023 0.3578 0.189
C 0.059731 0.305149 -1.227114 0.5593 -1.8179 1.3812 0.185
C 0.119715 0.401482 0.125158 -0.8764 2.7641 -0.4496 0.118
C 0.208739 -0.828706 0.809511 -1.1449 -2.0045 2.6650 0.040
C -0.868506 -1.445545 1.393882 5.8665 -2.9466 0.5200 0.042
H -1.589273 2.300154 2.244317 -0.3387 -0.5829 -1.0955 0.010
H -0.153998 2.221106 2.898649 0.9206 -0.2911 0.9273 0.013
H -0.940494 0.545702 2.495672 0.7024 2.8123 -0.7095 0.002
H 1.299077 2.998583 -0.462106 0.4368 -0.8765 -1.3080 0.026
H 0.714623 3.662748 0.972451 -0.4501 1.0205 0.8216 0.033
H 0.134857 -0.604056 -1.781328 0.0088 -0.5516 -0.0601 0.027
H -0.040143 1.151995 -1.742781 -0.0994 3.3100 -2.2866 0.027
H 1.256191 -1.248959 0.881922 -1.2414 -0.0222 0.0623 0.008
H -0.703288 -2.481413 1.859425 0.2794 1.3209 -0.4244 0.008
H -1.859520 -1.311188 1.436264 -3.4063 1.7122 -0.5537 0.007
H -3.044195 0.529356 -1.713023 -1.1134 0.5367 4.8420 0.004
H -2.217912 1.209010 -2.759893 -0.0900 -0.4216 0.4177 0.007
O -2.780048 0.446150 -2.556009 1.1254 -0.2675 -5.3280 0.023
H 2.598668 1.338665 0.734545 0.4336 0.1283 0.3251 0.006
H 3.723362 0.605034 -0.137878 5.1251 -1.3284 0.4133 0.001
O 2.892686 0.885088 -0.053899 -5.1067 1.1311 -0.8044 0.021
H -1.453987 -2.213269 -1.890388 -0.7738 1.6790 -2.6799 0.003
H -1.510190 -3.422660 -1.122756 -1.5722 -4.4870 -0.0298 0.001
O -1.209428 -2.584254 -1.093670 2.0950 2.4640 2.2850 0.018
H 1.684032 -2.089559 -0.887601 1.1305 -1.6613 -0.5698 0.006
H 1.462836 -3.585375 -0.693158 0.9349 0.7085 -0.5621 0.002
O 2.150012 -2.980461 -1.075539 -2.0475 1.0146 1.0183 0.014

=====

(2)
35
Properties=species:S:1:pos:R:3:forces:R:3:lowdin_charge:R:1 method="wB97M-V/def2-TZVPD" multiplicity=1 e_tot_ha=-4173.9573 e_lumo_ev=-0.929 orbital_gap_ev=6.68
C 0.664308 -2.267989 2.698958 0.1451 -0.1524 -0.5347 -0.170
C 0.751114 -1.701440 1.280836 -0.3978 0.3874 0.5235 -0.325
P -0.959212 -1.294290 0.562892 0.8145 -1.8002 -0.4810 0.494
N -2.673255 -1.011484 0.010055 -0.9164 -0.0723 -0.7234 -0.255
O -0.642368 -1.733701 -1.080094 0.0187 0.8815 0.3513 -0.291
C -0.344626 -0.636211 -1.891738 0.2440 -0.3485 -0.6100 -0.184
C -0.320110 0.707885 -1.082951 -0.7748 -0.5146 -0.4023 -0.352
C 0.998152 1.440186 -1.431617 0.0624 0.4186 0.9808 -0.104
C 1.866088 1.806015 -0.214207 0.1915 0.3801 -0.5110 -0.281
C 3.051129 0.880892 -0.147527 -0.3115 0.0560 -0.0339 -0.629
Br 4.262086 1.372679 1.290807 -0.0040 -0.1647 0.0013 0.609
B -1.542133 1.724847 -1.323865 -0.3600 -0.5498 -0.1403 -0.566
O -2.564296 1.883358 -0.371465 0.3853 0.8770 0.4996 0.096
O -1.618388 2.525548 -2.433760 0.5496 0.6045 0.2269 0.169
O -0.447524 0.325312 0.266938 0.1408 0.0523 0.0899 -0.274
H 0.852750 -3.332018 2.711837 0.0220 -0.3419 0.1165 0.057
H 1.401261 -1.784733 3.323850 0.1632 0.0343 0.3787 0.059
H -0.316199 -2.106275 3.138875 -0.2656 0.0726 0.1388 0.029
H 1.321727 -0.788681 1.339511 0.1520 0.3835 -0.0553 0.039
H 1.296514 -2.365968 0.621475 -0.1277 -0.2713 -0.2630 0.078
H -1.283392 -2.699857 0.760167 -0.1942 0.1656 0.3674 0.037
H -1.485351 -0.903371 1.875654 0.7438 0.0285 0.1983 -0.049
H -3.276674 -1.292977 0.769750 1.5327 -2.9578 -4.4862 -0.194
H -2.918741 -1.566323 -0.798954 0.3133 -0.1354 -0.0191 0.050
H 0.623135 -0.878941 -2.329249 0.4185 0.4685 -0.0266 0.110
H -0.995849 -0.542980 -2.765240 -0.4957 -0.1735 0.0562 0.121
H 0.776847 2.348201 -1.972410 -0.1440 0.2784 -0.1895 0.103
H 1.609903 0.859233 -2.106675 0.0482 -0.3787 -0.2701 0.105
H 2.254837 2.803931 -0.375378 0.0787 0.3713 0.1322 0.097
H 1.312774 1.809428 0.713349 -0.2091 -0.1358 0.1903 0.102
H 2.717830 -0.136155 -0.021706 0.1671 -0.3693 0.3133 0.044
H 3.599628 0.944893 -1.073330 0.4114 0.0312 -0.1461 0.059
H -2.329843 2.606408 0.231828 -0.1777 -0.3161 -0.0876 0.107
H -1.993500 3.382470 -2.166904 -0.3419 -0.5056 -0.5193 0.116
K -3.648626 -0.377892 1.990287 -1.8822 3.6967 4.9349 0.992